Version one
Entry from the OMol25 dataset: a 17-piece molecular cluster, H34O17 overall (wB97M-V/def2-TZVPD).

## Properties
* HOMO energy: -10.97 eV

ORCA input file:
```
! RIJCOSX wB97M-V def2-TZVPD def2/J DEFGRID3
* xyz 0 1
O 5.097 1.825 -1.929
H 4.711 1.160 -2.512
H 4.814 1.418 -1.104
O -0.528 1.948 -3.279
H -1.013 1.367 -3.851
H -0.757 1.748 -2.374
O 2.522 1.259 -3.355
H 1.657 1.343 -2.948
H 2.727 2.124 -3.723
O 1.053 -1.732 -0.950
H 0.706 -2.434 -1.503
H 0.376 -1.201 -0.523
O -2.814 -0.426 1.523
H -2.049 -0.999 1.619
H -2.919 0.081 2.329
O -2.690 0.280 -2.916
H -3.503 0.329 -2.387
H -2.462 -0.542 -2.424
O -4.998 -1.122 0.136
H -4.726 -1.140 1.057
H -5.679 -0.441 0.125
O -4.506 3.540 -0.302
H -4.827 2.644 -0.376
H -3.729 3.686 0.238
O 2.388 -0.315 3.258
H 2.053 -0.574 2.391
H 3.287 -0.639 3.140
O 3.793 -4.103 -1.081
H 4.468 -3.512 -0.725
H 3.060 -3.512 -0.860
O 1.906 5.183 1.247
H 1.770 4.446 1.843
H 2.685 5.089 0.695
O -2.807 -2.138 -1.556
H -3.346 -1.956 -0.778
H -3.347 -2.576 -2.212
O -2.311 0.111 4.743
H -2.706 0.440 5.562
H -1.408 0.373 4.959
O 2.912 -2.792 2.779
H 2.453 -2.889 1.927
H 3.690 -3.292 2.518
O 3.534 -2.048 -2.114
H 4.093 -2.406 -2.813
H 3.590 -1.106 -2.353
O -0.267 -1.976 1.851
H -0.282 -2.859 1.491
H 0.365 -1.693 2.507
O -2.212 2.890 1.671
H -1.998 2.154 2.255
H -1.572 2.769 0.967
*
```

=====

Version two
Entry from the OMol25 dataset: a 17-piece molecular cluster, H34O17 overall (wB97M-V/def2-TZVPD).

## Properties
* HOMO energy: -9.33 eV

ORCA input file:
```
! RIJCOSX wB97M-V def2-TZVPD def2/J DEFGRID3
* xyz 0 1
O 0.021 2.667 -3.496
H 1.001 2.715 -3.573
H -0.119 1.874 -3.044
O -0.931 -1.764 3.506
H -0.315 -1.918 2.821
H -1.204 -0.907 3.313
O -0.353 0.163 0.175
H -0.208 -0.018 -0.766
H -0.261 -0.589 0.782
O 3.064 -1.040 1.330
H 3.409 -1.014 2.234
H 2.552 -0.231 1.275
O -2.449 -2.414 0.615
H -1.991 -2.824 -0.140
H -2.367 -3.105 1.239
O -0.982 2.661 1.464
H -1.422 3.470 1.325
H -1.210 2.083 0.739
O 1.266 3.095 -0.901
H 1.385 3.639 -0.113
H 0.318 2.839 -0.938
O -2.764 -0.069 2.222
H -2.386 -0.655 1.580
H -3.513 -0.557 2.522
O -2.159 -1.570 -2.533
H -2.570 -0.705 -2.390
H -1.864 -1.663 -3.458
O -1.669 2.327 -1.044
H -2.200 1.557 -0.813
H -2.300 3.015 -1.276
O 2.501 -2.110 -1.453
H 2.302 -1.230 -1.120
H 1.629 -2.475 -1.527
O 1.776 1.378 1.719
H 1.059 1.660 1.125
H 2.589 1.817 1.461
O 0.295 0.246 -2.354
H 0.554 -0.559 -2.806
H 1.148 0.474 -1.912
O -0.399 1.003 3.523
H -0.277 1.438 2.713
H -1.322 0.985 3.763
O -0.108 -3.000 -1.316
H 0.051 -3.766 -1.825
H -0.566 -2.386 -1.957
O 2.659 0.544 -1.303
H 3.407 0.662 -1.893
H 2.600 1.288 -0.717
O 0.526 -2.303 1.338
H 1.440 -2.085 1.457
H 0.357 -2.621 0.447
*
```

=====

The computed energies, referenced to the most stable structure and given in eV, are version one 1.843; version two 0.000.

=====

Version one
Entry from the OMol25 dataset: a 2-piece molecular cluster, C5H14NO2 overall (wB97M-V/def2-TZVPD).

## Properties
* HOMO energy: -3.35 eV

ORCA input file:
```
! RIJCOSX wB97M-V def2-TZVPD def2/J DEFGRID3
* xyz -1 1
C 0.045 -2.375 -0.557
N 0.476 -1.231 -1.376
C -0.830 2.054 -1.304
C -0.841 0.746 -0.482
C 0.505 0.063 -0.677
C 1.177 -0.077 0.726
O 0.364 -0.716 1.637
H 0.620 -2.488 0.358
H 0.197 -3.319 -1.099
H -1.011 -2.231 -0.436
H 1.437 -1.415 -1.661
H 0.112 2.574 -1.121
H -0.872 1.861 -2.379
H -1.656 2.715 -1.035
H -1.071 0.832 0.581
H -1.719 0.201 -0.858
H 1.244 0.651 -1.230
H 2.171 -0.568 0.634
H 1.388 0.958 1.089
H -1.246 0.559 3.462
H -0.054 0.194 2.532
O -0.437 1.011 3.194
*
```

=====

Version two
Entry from the OMol25 dataset: a 2-piece molecular cluster, C5H14NO2 overall (wB97M-V/def2-TZVPD).

## Properties
* HOMO energy: -2.43 eV

ORCA input file:
```
! RIJCOSX wB97M-V def2-TZVPD def2/J DEFGRID3
* xyz -1 1
C 0.695 -0.624 -1.735
N -0.379 -0.734 -0.726
C -1.478 0.070 -1.212
C 0.677 1.019 0.633
C 0.101 -0.344 0.553
C 1.354 -1.535 0.944
O 2.502 -1.076 0.561
H 0.854 0.458 -2.261
H 0.506 -1.411 -2.529
H 1.739 -0.738 -1.346
H -1.351 1.079 -1.155
H -1.937 -0.400 -2.245
H -2.323 0.014 -0.444
H 1.087 1.300 1.569
H 1.630 1.011 0.053
H 0.062 1.927 0.317
H -0.641 -0.699 1.307
H 1.232 -1.525 2.039
H 1.035 -2.473 0.320
H -1.899 0.968 1.297
H -1.358 2.159 2.089
O -2.108 1.552 1.972
*
```

=====

Version three
Entry from the OMol25 dataset: a 2-piece molecular cluster, C5H14NO2 overall (wB97M-V/def2-TZVPD).

## Properties
* HOMO energy: -3.26 eV

ORCA input file:
```
! RIJCOSX wB97M-V def2-TZVPD def2/J DEFGRID3
* xyz -1 1
C 2.152 1.248 -0.844
C 0.985 0.384 -0.278
C -0.304 1.252 -0.155
C -0.439 1.974 1.205
N 0.779 -0.801 -1.082
C 0.073 -1.896 -0.378
O -1.272 -1.845 -0.549
H 2.999 1.209 -0.150
H 2.459 0.771 -1.769
H 1.871 2.282 -1.051
H 1.190 0.092 0.734
H -0.387 1.998 -0.956
H -1.170 0.593 -0.231
H -0.896 1.321 1.945
H -1.142 2.792 1.080
H 0.480 2.430 1.582
H 0.128 -0.607 -1.831
H 0.536 -2.852 -0.717
H 0.356 -1.904 0.706
H -2.251 -2.291 0.625
H -3.176 -3.506 0.868
O -2.972 -2.644 1.248
*
```

=====

The computed energies, referenced to the most stable structure and given in eV, are version one 0.441; version two 2.748; version three 0.000.

=====

Version one
Entry from the OMol25 dataset: a 2-piece molecular cluster, C5H14NO2 overall (wB97M-V/def2-TZVPD).

## Properties
* HOMO energy: -2.56 eV

ORCA input file:
```
! RIJCOSX wB97M-V def2-TZVPD def2/J DEFGRID3
* xyz -1 1
C 0.195 -1.935 -0.990
O 1.446 -2.389 -1.222
C 0.170 -0.442 -0.554
C 0.871 -0.207 0.763
C 0.161 -0.910 1.946
C 1.103 1.302 1.030
N -1.183 0.170 -0.568
H -0.452 -1.935 -1.910
H -0.360 -2.534 -0.215
H 0.728 -0.022 -1.393
H 1.852 -0.634 0.571
H 0.871 -1.479 2.558
H -0.321 -0.153 2.581
H -0.574 -1.606 1.555
H 2.111 1.527 1.385
H 0.424 1.708 1.788
H 0.953 1.867 0.122
H -1.715 -0.232 0.198
H -1.655 -0.067 -1.432
H -1.209 3.046 -2.671
H -1.630 1.990 -1.639
O -1.783 2.933 -1.903
*
```

=====

Version two
Entry from the OMol25 dataset: a 2-piece molecular cluster, C5H14NO2 overall (wB97M-V/def2-TZVPD).

## Properties
* HOMO energy: -2.75 eV

ORCA input file:
```
! RIJCOSX wB97M-V def2-TZVPD def2/J DEFGRID3
* xyz -1 1
C 0.275 2.188 -1.193
C -0.345 0.839 -0.733
C -0.094 0.672 0.792
C -0.766 -0.661 1.199
C 0.341 -1.584 1.916
O 1.504 -1.692 1.203
N -1.691 0.720 -1.322
H 1.297 1.873 -1.400
H -0.042 2.537 -2.146
H 0.182 2.741 -0.285
H 0.170 -0.059 -1.183
H 1.000 0.735 0.870
H -0.445 1.460 1.486
H -1.205 -1.316 0.452
H -1.442 -0.473 2.050
H 0.429 -1.129 2.900
H -0.193 -2.537 1.917
H -2.304 1.373 -0.822
H -2.161 -0.170 -1.237
H 1.765 -2.075 -0.717
H 2.069 -1.326 -2.051
O 1.655 -2.116 -1.698
*
```

=====

Version three
Entry from the OMol25 dataset: a 2-piece molecular cluster, C5H14NO2 overall (wB97M-V/def2-TZVPD).

## Properties
* HOMO energy: -3.58 eV

ORCA input file:
```
! RIJCOSX wB97M-V def2-TZVPD def2/J DEFGRID3
* xyz -1 1
C -2.438 -0.293 -0.433
C -1.717 -0.274 1.064
N -0.391 -0.789 1.138
C 0.450 1.435 0.158
C 0.704 0.002 0.392
C 0.844 -0.835 -1.049
O 2.073 -1.185 -1.284
H -2.745 -1.209 -0.732
H -1.696 -0.115 -1.159
H -3.226 0.464 -0.298
H -2.378 -0.771 1.741
H -1.593 0.865 1.495
H -0.258 -1.698 0.659
H 0.218 2.111 1.130
H 1.370 1.895 -0.269
H -0.335 1.620 -0.479
H 1.531 -0.129 0.985
H 0.118 -1.707 -0.952
H 0.334 -0.196 -1.797
H 2.914 -0.429 -0.591
H 2.764 0.806 0.352
O 3.456 0.432 -0.073
*
```

=====

Version four
Entry from the OMol25 dataset: a 2-piece molecular cluster, C5H14NO2 overall (wB97M-V/def2-TZVPD).

## Properties
* HOMO energy: -3.49 eV

ORCA input file:
```
! RIJCOSX wB97M-V def2-TZVPD def2/J DEFGRID3
* xyz -1 1
C -1.335 -0.772 -1.193
N -0.068 -1.195 -0.658
C 1.178 -0.587 -1.153
C 1.965 0.079 -0.024
C 1.241 1.395 0.432
O 0.843 1.364 1.688
C -2.121 0.109 -0.175
H -1.157 -0.114 -2.188
H -1.991 -1.713 -1.471
H -0.108 -1.099 0.357
H 1.749 -1.460 -1.529
H 0.946 0.061 -2.039
H 1.949 -0.408 0.888
H 3.087 0.098 -0.405
H 2.013 2.115 0.313
H 0.390 1.717 -0.208
H -3.160 0.263 -0.688
H -2.269 -0.382 0.802
H -1.635 1.073 0.087
H -1.118 -0.079 2.913
H 0.198 0.138 1.962
O -0.598 -0.599 2.291
*
```

=====

The computed energies, referenced to the most stable structure and given in eV, are version one 0.000; version two 0.598; version three 1.812; version four 0.924.

=====

Version one
Entry from the OMol25 dataset: the molecule C3H3N5 (wB97M-V/def2-TZVPD).

## Properties
* HOMO energy: -9.14 eV

ORCA input file:
```
! RIJCOSX wB97M-V def2-TZVPD def2/J DEFGRID3
* xyz 0 1
C 0.229 -1.112 0.569
N 1.143 -0.338 1.344
N 0.946 0.987 1.309
C 0.176 1.017 0.180
N -0.507 1.946 -0.698
N -1.195 1.336 -1.719
N -0.962 0.059 -1.464
C -0.319 -0.213 -0.310
H 0.522 -2.307 0.392
H 1.210 -0.784 2.501
H -1.243 -0.591 -2.105
*
```

=====

Version two
Entry from the OMol25 dataset: the molecule C3H3N5 (wB97M-V/def2-TZVPD).

## Properties
* HOMO energy: -9.76 eV

ORCA input file:
```
! RIJCOSX wB97M-V def2-TZVPD def2/J DEFGRID3
* xyz 0 1
H 2.792 0.108 0.695
N 2.150 -0.689 0.578
C 1.160 -0.472 -0.140
N 0.778 0.840 -0.620
C -0.454 1.091 -0.435
C -1.453 0.347 0.391
N -1.605 -0.939 0.370
N -0.897 -1.718 -0.505
N 0.316 -1.549 -0.646
H -0.711 2.050 -0.799
H -2.075 0.929 1.111
*
```

=====

Version three
Entry from the OMol25 dataset: the molecule C3H3N5 (wB97M-V/def2-TZVPD).

## Properties
* HOMO energy: -8.91 eV

ORCA input file:
```
! RIJCOSX wB97M-V def2-TZVPD def2/J DEFGRID3
* xyz 0 1
H 1.887 0.905 1.089
N 2.022 -0.033 0.754
C 1.095 0.022 -0.154
C 0.000 1.216 -0.689
N -1.231 1.266 -0.318
N -1.495 0.196 0.593
C -1.247 -1.055 0.557
N -0.518 -1.512 -0.730
N 0.628 -1.171 -0.915
H 0.427 2.066 -1.313
H -1.567 -1.900 1.127
*
```

=====

Version four
Entry from the OMol25 dataset: a 2-piece molecular cluster, C3H3N5 overall (wB97M-V/def2-TZVPD).

## Properties
* HOMO energy: -9.82 eV

ORCA input file:
```
! RIJCOSX wB97M-V def2-TZVPD def2/J DEFGRID3
* xyz 0 1
N -0.201 -2.053 0.153
C 0.672 -1.319 0.149
N 1.767 -0.698 0.300
C 2.547 0.210 0.284
N 3.522 0.877 0.280
H 3.949 1.699 0.068
N -0.770 1.166 -0.063
C -1.762 0.610 -0.220
N -2.908 0.022 -0.260
H -3.493 0.218 -1.126
H -3.323 -0.731 0.435
*
```

=====

The computed energies, referenced to the most stable structure and given in eV, are version one 2.249; version two 1.326; version three 3.162; version four 0.000.